[1]
Here is a cluster of 2 separate species, C3H2N2 in total in a non-equilibrium geometry from the Open Molecules 2025 dataset. Energies are from wB97M-V/def2-TZVPD.

```
7
C3H2N2 wB97M-V/def2-TZVPD
C -2.113 -0.763 0.144
C -1.109 -0.129 0.170
C 1.814 0.112 -0.164
N 2.688 -0.669 -0.231
N 0.947 0.928 0.338
H -3.023 -1.230 0.050
H 0.796 1.750 -0.307
```

- E_tot (a.u.) = -224.76099
- energy above the lowest of the compared OMol25 structures with the same formula, charge and spin (kJ/mol) = 620.2
- M (g/mol) = 66.06
- frontier orbital gap (alpha / beta) (eV) = 8.220 / 8.452
- multiplicity = 1

The molecule's natural (NBO) atomic charges, reported in e, are given here: -0.391, 0.116, 0.341, -0.233, -0.466, 0.233, 0.399

---

[2]
Here is an isolated molecule of C21H23NO5 in a non-equilibrium geometry from the Open Molecules 2025 dataset. Energies are from wB97M-V/def2-TZVPD.

```
50
C21H23NO5 wB97M-V/def2-TZVPD
O 3.208 -0.113 2.458
O 0.472 -1.623 0.529
O 0.228 1.295 1.371
O 4.055 -0.331 -0.273
O 3.275 2.229 0.618
C 2.033 0.208 2.295
C 1.119 -0.641 0.210
C 0.027 1.056 2.720
C 1.089 0.452 3.322
C -1.213 1.277 3.370
C -2.291 1.912 2.794
C -3.608 2.045 3.468
C -4.736 2.529 2.844
C 4.678 -2.346 -4.811
C 3.342 -1.898 -4.914
C 5.589 -1.692 -3.974
C 2.890 -0.898 -4.060
C 5.115 -0.642 -3.156
C 3.767 -0.250 -3.157
N 1.893 -0.714 -0.925
C 1.342 0.087 4.776
C -7.205 2.571 2.566
C -6.057 2.505 3.571
C 3.267 0.805 -2.255
C 1.430 0.614 0.991
C 2.924 0.259 -0.865
C 2.338 1.366 0.011
H 3.840 -0.630 0.637
H 3.763 1.727 1.329
H -1.382 0.897 4.380
H -2.132 2.294 1.795
H -3.717 1.754 4.501
H -4.699 2.863 1.790
H 5.087 -3.111 -5.483
H 2.708 -2.403 -5.622
H 6.630 -2.008 -3.949
H 1.809 -0.678 -4.072
H 5.853 -0.117 -2.561
H 2.150 -1.616 -1.276
H 2.276 0.544 5.083
H 0.558 0.427 5.477
H 1.421 -0.987 4.906
H -7.078 3.387 1.874
H -7.335 1.625 2.046
H -8.123 2.703 3.174
H -6.070 3.346 4.270
H -6.162 1.542 4.110
H 2.413 1.299 -2.706
H 4.039 1.583 -2.180
H 1.639 1.958 -0.586
```

- E_tot (a.u.) = -1244.95144
- SMILES = CC/C=C/C=C/C1=C(C)C(=O)[C@]2(O1)C(=O)N[C@@](O)(Cc1ccccc1)[C@@H]2O
- energy above the lowest of the compared OMol25 structures with the same formula, charge and spin (kJ/mol) = 297.6
- M (g/mol) = 369.42
- frontier orbital gap (eV) = 7.683
- multiplicity = 1

The molecule's natural (NBO) atomic charges, reported in e, are given here: -0.638, -0.570, -0.453, -0.734, -0.699, 0.600, 0.665, 0.400, -0.217, -0.289, -0.103, -0.255, -0.104, -0.213, -0.218, -0.211, -0.211, -0.180, -0.045, -0.622, -0.627, -0.600, -0.451, -0.433, 0.007, 0.369, 0.085, 0.497, 0.495, 0.223, 0.216, 0.205, 0.203, 0.211, 0.215, 0.216, 0.214, 0.217, 0.424, 0.235, 0.218, 0.231, 0.205, 0.210, 0.211, 0.220, 0.217, 0.222, 0.237, 0.208

---

[3]
Here is an isolated molecule of C6H6O in a non-equilibrium geometry from the Open Molecules 2025 dataset. Energies are from wB97M-V/def2-TZVPD.

```
13
C6H6O wB97M-V/def2-TZVPD
C -1.315 -0.339 -0.319
C -0.146 0.722 -0.803
C 0.039 1.034 0.677
C -0.354 -0.588 0.827
C 0.989 -1.153 0.200
C 0.930 -0.488 -1.011
H -0.494 1.373 -1.780
H 1.021 1.379 0.916
H -0.861 1.873 0.883
H -0.624 -0.690 1.939
H 1.765 -1.861 0.619
H 1.578 -0.585 -1.838
O -2.527 -0.677 -0.310
```

- E_tot (a.u.) = -307.29786
- SMILES = O=C1[C@@H]2C=C[C@H]1C2
- energy above the lowest of the compared OMol25 structures with the same formula, charge and spin (kJ/mol) = 434.7
- M (g/mol) = 94.11
- frontier orbital gap (eV) = 10.204
- multiplicity = 1

The molecule's natural (NBO) atomic charges, reported in e, are given here: 0.594, -0.326, -0.378, -0.358, -0.209, -0.199, 0.249, 0.227, 0.213, 0.245, 0.246, 0.216, -0.521

---

[4]
Here is a cluster of 3 separate species, C18H44ClN4O9PS in total from the Open Molecules 2025 dataset. Energies are from wB97M-V/def2-TZVPD.

```
78
C18H44ClN4O9PS wB97M-V/def2-TZVPD
C -3.423 3.765 -6.068
P -4.360 2.197 -6.237
O -4.620 1.812 -4.673
O -2.943 1.291 -6.539
C -3.001 0.180 -7.318
O -4.009 -0.321 -7.699
N -1.693 -0.332 -7.604
N -1.254 0.389 -8.772
C -0.737 -0.247 -6.498
C -1.116 -1.170 -5.342
C -2.106 -0.563 -4.333
C -1.800 -1.000 -2.901
S -2.443 0.100 -1.673
O -2.350 -0.508 -0.384
O -1.921 1.411 -1.914
Cl -4.408 0.155 -2.173
H -2.724 3.842 -6.903
H -2.835 3.781 -5.146
H -4.113 4.610 -6.089
H -3.902 2.056 -4.074
H -0.331 0.040 -9.001
H -1.143 1.377 -8.531
H 0.219 -0.580 -6.909
H -0.599 0.786 -6.148
H -0.193 -1.461 -4.833
H -1.539 -2.083 -5.769
H -3.124 -0.874 -4.573
H -2.092 0.526 -4.384
H -2.187 -1.993 -2.669
H -0.724 -0.983 -2.700
C 2.447 -3.585 5.050
O 1.308 -4.330 4.660
C 0.074 -3.677 4.925
C -0.650 -3.360 3.634
N 0.089 -2.362 2.876
C -0.430 -2.103 1.536
C -0.354 -3.236 0.522
O 0.965 -3.592 0.150
C 1.582 -4.580 0.953
H 3.318 -4.209 4.861
H 2.547 -2.651 4.486
H 2.414 -3.337 6.115
H 0.250 -2.759 5.494
H -0.545 -4.343 5.534
H -1.643 -2.967 3.871
H -0.788 -4.302 3.084
H 1.053 -2.665 2.800
H 0.122 -1.254 1.125
H -1.472 -1.787 1.621
H -0.842 -2.884 -0.392
H -0.903 -4.125 0.855
H 0.849 -5.292 1.343
H 2.131 -4.150 1.796
H 2.292 -5.117 0.324
C 4.114 5.035 3.624
O 2.773 4.894 4.042
C 1.836 4.777 2.978
C 1.174 3.418 2.995
N 2.125 2.372 2.652
C 1.609 1.014 2.797
C 1.248 0.529 4.194
O 2.368 0.408 5.062
C 2.713 1.569 5.788
H 4.715 5.189 4.518
H 4.480 4.146 3.099
H 4.237 5.902 2.965
H 2.330 4.945 2.017
H 1.074 5.550 3.113
H 0.363 3.410 2.260
H 0.722 3.280 3.988
H 2.947 2.475 3.235
H 2.362 0.332 2.393
H 0.720 0.918 2.164
H 0.832 -0.474 4.087
H 0.479 1.157 4.662
H 1.830 2.171 6.022
H 3.430 2.200 5.254
H 3.176 1.249 6.722
```

- E_tot (a.u.) = -2808.06271
- SMILES = CP(O)OC(=O)N(N)CCCCS(=O)(=O)Cl.COCCNCCOC.COCCNCCOC
- M (g/mol) = 559.06
- frontier orbital gap (eV) = 8.756
- multiplicity = 1

The molecule's Mulliken atomic charges, reported in e, are given here: -0.886, -0.122, -0.346, 0.003, 0.475, -0.486, 0.054, -0.761, -0.552, -1.040, -0.192, -1.041, 0.987, -0.476, -0.562, -0.193, 0.264, 0.303, 0.345, 0.333, 0.310, 0.242, 0.570, 0.257, 0.498, 0.326, 0.502, 0.278, 0.389, 0.505, -0.546, -0.393, -0.788, -0.547, 0.206, -0.728, -0.212, -0.425, -0.572, 0.264, 0.150, 0.351, 0.322, 0.423, 0.380, 0.358, 0.078, 0.065, 0.441, 0.004, 0.376, 0.297, 0.200, 0.271, -0.728, -0.357, -0.790, -0.200, -0.238, -0.744, 0.100, -0.370, -0.611, 0.245, 0.305, 0.351, 0.417, 0.390, 0.350, 0.186, 0.169, 0.290, 0.284, -0.061, 0.289, 0.310, 0.173, 0.280

---

[5]
Here is a cluster of 2 separate species, C2H7NS in total in a non-equilibrium geometry from the Open Molecules 2025 dataset. Energies are from wB97M-V/def2-TZVPD.

```
11
C2H7NS wB97M-V/def2-TZVPD
S 2.311 -0.942 0.183
H 2.648 0.055 -0.649
C -0.513 0.674 0.962
C -0.777 -0.379 -1.171
N -0.562 -0.539 0.168
H -1.532 0.921 1.285
H 0.159 0.542 1.806
H -0.118 1.518 0.384
H -1.205 0.537 -1.555
H -0.671 -1.226 -1.831
H 0.260 -1.161 0.419
```

- E_tot (a.u.) = -533.29698
- total charge = -1
- energy above the lowest of the compared OMol25 structures with the same formula, charge and spin (kJ/mol) = 0.0
- M (g/mol) = 77.15
- frontier orbital gap (alpha / beta) (eV) = 6.299 / 7.035
- multiplicity = 2
- ⟨S²⟩ = 0.753

The molecule's natural (NBO) atomic charges, reported in e, are given here: -1.014, 0.100, -0.417, -0.318, -0.636, 0.161, 0.216, 0.171, 0.141, 0.167, 0.428